Entry from OMol25: a 11-piece molecular cluster, C28H39N11 overall in a non-equilibrium geometry (wB97M-V/def2-TZVPD).

Output
HOMO-LUMO gap   8.51 eV
HOMO energy   -8.515 eV
Lowest unoccupied orbital energy   -0.009 eV
Structure (SMILES)   c1cc[nH]c1.c1cc[nH]c1.c1cc[nH]c1.CC#N.CC#N.CC#N.CC#N.CC#N.CC#N.CC#N.CC#N
Multiplicity   1

Last column: Mulliken charge in e.
Positions of all 78 atoms, in Å:
1 H 1.47122 0.93694 1.28577  0.173
2 H 4.01612 0.42680 -6.15450  0.232
3 C -0.15829 0.03959 5.53397  -0.619
4 H -1.91165 6.28550 2.80389  0.284
5 C -0.81996 -3.04332 -7.19071  -0.622
6 H -0.73385 -2.32061 -6.37930  0.239
7 H -7.98830 1.21023 -3.16145  0.280
8 C -2.10155 0.84825 6.19137  -0.301
9 H -1.53499 1.94333 -1.56457  0.470
10 N -1.53049 0.03660 5.32901  0.044
11 C 0.02381 -4.87963 -0.77183  0.293
12 H -6.33473 0.65012 -2.54239  0.236
13 H 0.61837 -3.34505 0.52901  0.240
14 H -7.19286 1.98870 -1.81052  0.242
15 N 1.54695 -3.44549 -8.14783  -0.387
16 C 2.87139 6.48178 -1.76981  0.246
17 H 4.30773 4.85342 -1.74891  0.278
18 H -4.22726 -4.18390 2.36095  0.382
19 C -0.68434 1.59604 -0.99695  -0.289
20 C 5.00171 0.69416 -5.77340  -0.604
21 C 0.08362 0.97019 6.50558  -0.263
22 C -4.16104 -2.09727 1.46121  -0.452
23 C -6.27836 2.41108 -3.54968  0.306
24 C 4.11846 -5.09682 -4.22215  0.288
25 C -1.16659 1.47274 6.92112  -0.657
26 H -3.17978 0.90953 6.18460  0.412
27 N 0.95281 1.07505 0.43004  0.063
28 H 0.30866 0.84475 -2.76522  0.432
29 H 5.45525 0.02278 -5.04426  0.253
30 H -4.77314 0.00387 1.47165  0.419
31 C -0.31110 1.65084 0.32505  -0.870
32 H 4.91266 -6.82351 -5.13942  0.272
33 H 3.22843 -6.95888 -4.78095  0.259
34 H -1.13614 -4.01833 -6.81991  0.247
35 N -0.68673 -5.28229 -1.55854  -0.376
36 H 0.43683 -0.53977 4.84364  0.400
37 H 2.64437 4.39746 -2.03227  0.220
38 N -5.69711 -2.78112 2.91656  0.012
39 C 3.28165 5.05577 -1.44183  -0.638
40 C 1.34141 0.63778 -0.83426  -0.633
41 H 1.03696 1.33133 6.86215  0.406
42 H -6.19457 -3.35692 3.58071  0.202
43 H 4.36238 0.05007 7.43097  0.286
44 N -0.73353 7.75865 5.41600  -0.353
45 H -2.16306 5.18753 4.10043  0.260
46 C 0.88909 -4.35204 0.21157  -0.683
47 C 3.97921 -6.26080 -5.15123  -0.724
48 C -1.42976 5.88517 3.69586  -0.664
49 H 0.66663 -5.04050 1.02683  0.255
50 C -1.03158 6.93989 4.64048  0.268
51 N 4.15711 -4.18315 -3.53273  -0.360
52 H 3.10146 4.88291 -0.38081  0.235
53 H -3.38378 -2.10171 0.71138  0.479
54 C -4.95266 -1.00385 1.81613  -0.427
55 C -7.01237 1.47679 -2.75576  -0.683
56 C 0.28683 0.93983 -1.68964  -0.274
57 C -5.92865 -1.43059 2.70815  -0.482
58 N 2.52398 7.55801 -2.00370  -0.344
59 C 4.94722 -0.37241 6.61393  -0.826
60 H -6.67235 -0.98014 3.34877  0.370
61 N 4.41660 0.38927 4.19874  -0.350
62 H 2.33340 0.25787 -1.02920  0.440
63 H -1.41457 2.20265 7.67751  0.378
64 C 0.49657 -3.28268 -7.70387  0.271
65 C -4.60668 -3.18373 2.21229  -0.505
66 C 4.63213 0.05267 5.26442  0.337
67 H -0.50551 5.37152 3.43125  0.204
68 H 4.60950 -1.40329 6.72033  0.265
69 H 5.06748 1.73253 -5.44849  0.233
70 H -1.39272 -2.73275 -8.06455  0.255
71 H -1.95483 -0.49390 4.58161  0.196
72 H 6.02251 -0.42626 6.78408  0.293
73 N -5.59987 3.10916 -4.20190  -0.381
74 H 3.90029 -5.96560 -6.19753  0.267
75 C 5.87678 0.58498 -6.95644  0.222
76 H -0.74934 2.13451 1.18553  0.491
77 N 6.48272 0.61991 -7.91001  -0.337
78 H 1.92379 -4.52222 -0.08600  0.268

Force components x, y, z for each atom (eV/Å):
-0.126 0.123 -0.216
-0.106 -0.076 0.712
-0.618 0.159 -0.912
0.329 0.284 -0.007
0.185 -0.483 -0.033
-0.475 0.049 -0.174
0.327 -0.226 -0.192
-2.835 0.634 0.023
-0.351 0.307 0.804
1.964 -2.002 -1.434
-0.033 0.720 -0.611
-0.440 -0.322 -0.106
0.313 -0.022 -0.278
-0.146 -0.171 0.214
-0.454 -0.027 0.265
0.267 -0.610 0.179
-0.014 0.248 0.287
-0.039 0.050 -0.391
-1.488 0.514 0.634
1.153 -0.163 -1.091
0.719 0.177 0.179
0.199 -1.341 0.466
2.175 2.146 -2.654
-0.476 -0.940 -1.133
0.218 0.842 1.144
0.048 0.266 0.221
-0.603 -0.018 -1.178
0.031 -0.265 0.071
-0.709 0.004 0.300
-0.306 -0.014 -0.004
0.709 0.128 0.373
0.164 0.028 0.264
-0.271 0.349 -0.324
-0.557 0.235 0.141
-1.135 -0.779 -1.224
0.301 0.128 0.338
-0.089 -0.028 0.143
0.088 0.643 0.213
-0.733 1.324 -0.656
-0.769 0.441 0.476
0.024 -0.282 -0.043
0.124 0.199 -0.194
0.363 0.917 -0.327
-0.504 -1.615 -1.586
0.295 0.033 0.421
0.407 -0.633 1.304
1.072 0.232 0.712
0.191 0.179 -0.034
0.458 0.244 0.649
-0.071 1.346 1.423
0.123 0.158 0.247
0.224 -0.063 -0.125
0.089 -0.045 0.240
-0.979 0.759 0.441
-0.183 0.128 1.123
2.936 -0.876 -0.942
0.652 -0.841 0.225
0.321 -0.899 0.182
-0.281 -1.470 0.464
0.038 0.392 -0.461
-0.311 0.284 -1.134
-0.196 -0.164 0.124
0.358 -0.047 0.023
1.806 -0.004 -0.651
0.184 0.229 -0.518
0.184 0.129 1.218
-0.233 -0.239 -0.209
0.116 -0.360 -0.370
-0.282 -0.141 0.180
-0.488 0.206 0.493
-0.194 0.124 0.386
-0.131 0.499 0.125
-1.726 -1.573 1.629
-0.650 0.223 0.241
-1.423 0.518 1.758
-0.099 -0.194 -0.094
1.367 -0.166 -1.863
0.004 0.502 0.113

---

Entry from OMol25: C28H39N3O5PrS4Si2 as an isolated structure in a non-equilibrium geometry (wB97M-V/def2-TZVPD).

Output
HOMO-LUMO gap (spin up / spin down)   6.28 / 6.29 eV
HOMO energy (spin up / spin down)   -4.475 / -4.477 eV
Net charge   -1
Lowest unoccupied orbital energy (spin up / spin down)   1.804 / 1.809 eV
Energy relative to the best compared isomer or geometry (same formula, charge and spin)   0.00 kcal per mole
Multiplicity   3

Last column: Mulliken charge in e.
Positions of all 82 atoms, in Å:
1 H -4.66514 -2.23416 -2.22395  0.454
2 H -1.82677 3.93778 -2.42162  0.118
3 O 0.09369 -0.22433 0.93739  0.528
4 N 4.46487 0.74119 1.09115  0.166
5 H -5.95310 2.53247 -0.29207  0.245
6 C 2.40547 0.02883 1.22305  0.905
7 C 1.10647 -0.68621 1.54963  -0.745
8 H -5.88875 3.47409 -1.80720  0.374
9 H 3.65672 -5.13437 2.84015  0.352
10 N -1.93036 0.41522 -2.05209  0.293
11 H -1.13282 -0.40840 -3.73734  0.455
12 H 4.57548 3.15272 -0.50453  0.472
13 H -3.36508 4.27639 -3.24621  0.438
14 H -5.14091 1.40409 3.16898  0.317
15 H 2.61938 -0.97376 -2.40790  0.483
16 C 1.48669 -3.36163 -0.12082  0.772
17 H -5.71821 1.28869 1.54910  0.331
18 H 4.51441 -2.23375 1.89257  0.390
19 H -0.29681 -2.23241 0.21515  -0.276
20 H -5.14080 2.84908 2.12621  0.302
21 C 3.76968 -2.80656 -0.78420  1.354
22 H 5.48029 1.72935 -1.05151  0.459
23 H -1.00372 2.01679 2.67155  0.171
24 C -2.81941 3.54830 -2.62813  -1.034
25 C 2.38150 -2.55144 -0.86068  1.347
26 H 3.88546 2.19967 -1.83113  0.106
27 C -1.94786 -0.48462 -3.02488  -0.667
28 H -3.97299 4.58612 1.05203  0.239
29 H 4.52749 -0.85937 -1.33585  0.191
30 S 1.77965 4.09878 -0.36175  -0.178
31 Pr -0.10627 1.37406 -0.72943  0.035
32 O 1.17468 -1.64770 2.29223  -0.759
33 C -3.45853 4.62040 0.06798  -0.897
34 C 1.90952 -1.40754 -1.72049  -1.042
35 C 3.83618 -5.57048 1.86737  -1.873
36 Si -3.57170 3.06566 -0.95927  0.254
37 S 1.40750 2.16830 -3.12467  -0.426
38 H -4.71199 -0.44139 -0.37884  0.734
39 H 4.87087 -2.10424 -2.55922  0.417
40 C 3.36165 -4.58565 0.82841  1.197
41 H -2.41724 4.87715 0.20539  0.235
42 O 0.76668 -0.98933 -1.72297  -0.178
43 C 4.07038 -0.74752 3.05574  0.244
44 C 2.02530 -4.32239 0.72543  -1.043
45 H -2.21907 3.30210 2.68544  0.273
46 Si -3.21109 1.27935 1.58659  0.353
47 C -2.07447 2.19960 2.77449  -1.009
48 C -3.93483 -0.47740 -1.09714  -0.905
49 S 1.04458 4.04814 -2.33010  -0.154
50 H -2.27936 1.83432 3.77463  0.381
51 C -2.88740 0.47287 -1.08754  -1.376
52 C 3.61121 -0.05011 1.82698  0.052
53 H -2.01502 -0.77053 1.78455  -0.179
54 H -5.53296 1.71035 -1.81127  0.291
55 H 1.29822 -4.94278 1.25271  0.356
56 H -3.21176 -0.60226 3.09464  0.464
57 H -3.00046 -2.11378 -3.89258  0.502
58 H 5.77695 -1.97941 -1.01425  0.248
59 H -0.29453 -3.28840 -1.22556  0.404
60 O 4.71691 -1.93967 2.80107  -0.558
61 H -0.61063 -3.98196 0.35286  0.361
62 H 5.44123 0.93183 1.32180  0.277
63 H -3.75048 -1.17950 1.49390  0.310
64 C -3.95168 -1.44594 -2.08067  -0.870
65 C 4.25267 -3.81680 0.05547  -0.970
66 H -2.63164 2.73009 -3.32198  0.291
67 C 3.75221 1.29856 0.04436  -0.175
68 H -3.82496 5.48126 -0.51979  0.380
69 C 4.47912 2.16229 -0.92289  -1.627
70 O 3.93831 -0.36841 4.17780  -0.548
71 C -2.71058 1.61629 -0.19077  2.536
72 C -2.94445 -1.41851 -3.08155  -0.704
73 C -4.95561 1.77555 2.15512  -1.265
74 C 4.78606 -1.90487 -1.48267  -1.920
75 S 0.29090 3.56200 1.02165  -0.271
76 H 5.29991 -4.02476 0.06351  0.366
77 C -5.40767 2.65357 -1.24947  -1.153
78 C -0.01609 -3.21005 -0.19256  -1.076
79 H 4.89783 -5.76414 1.81672  0.386
80 H 3.30969 -6.52265 1.80084  0.415
81 N 2.51058 0.87810 0.11108  0.550
82 C -3.04324 -0.51223 2.03181  -0.700

Force components x, y, z for each atom (eV/Å):
-0.639 -0.015 0.512
0.228 0.362 0.012
-0.620 0.194 -0.084
0.242 0.249 -0.197
0.279 0.107 -0.454
-0.310 0.529 -0.736
1.343 0.391 -0.094
0.077 -0.284 0.078
-0.173 0.020 0.377
-0.119 0.133 0.267
-0.101 -0.148 -0.065
0.009 0.402 -0.024
-0.025 0.095 0.516
0.224 0.179 0.066
0.576 0.338 -0.275
-0.118 0.148 0.072
-0.113 -0.004 -0.226
0.006 0.136 0.219
-0.140 -0.270 -0.331
-0.019 0.044 0.044
0.385 0.266 0.336
-0.213 0.166 -0.341
-0.025 -0.111 -0.394
-0.041 -0.225 -0.354
-0.102 0.272 -0.353
0.202 0.137 -0.295
-0.259 -0.086 -0.021
0.325 0.073 -0.588
-0.202 0.116 -0.211
-0.313 0.026 -0.020
0.969 0.808 -0.047
-0.219 -0.287 0.463
-0.438 0.517 0.172
-0.570 -1.194 0.744
-0.016 0.062 -0.352
-0.118 0.012 -0.419
-0.138 -0.204 0.121
-0.523 0.166 0.662
0.004 0.056 0.255
1.084 0.273 0.093
0.484 -0.193 0.382
0.127 0.063 -0.015
0.055 -1.268 0.032
-1.295 -0.436 -0.398
0.022 -0.703 0.303
0.296 0.728 0.073
0.093 0.533 -0.251
0.466 -0.818 -0.806
-0.077 -0.127 0.566
-0.402 0.260 0.444
0.128 0.440 -0.392
0.230 0.281 0.214
0.038 -0.377 0.125
0.055 0.406 0.088
0.311 0.194 0.167
0.026 -0.175 0.408
0.110 -0.363 -0.308
-0.208 -0.393 -0.218
-0.422 0.293 -0.612
-0.324 0.515 -0.083
0.916 0.382 -0.172
-0.657 -0.089 -0.192
0.503 0.298 0.390
1.457 0.660 -0.945
-1.195 0.107 -0.253
-0.101 -0.406 0.135
0.364 -0.815 1.264
-0.331 -0.354 0.216
-0.325 -0.527 0.227
0.180 0.220 -0.154
-0.668 -0.434 0.503
-0.620 -0.226 0.339
-0.098 -0.233 -0.097
0.021 -0.061 0.240
0.303 0.184 -0.605
0.613 -0.049 0.176
-0.247 -0.023 0.220
0.000 -0.235 0.660
0.336 -0.043 -0.213
-0.076 0.049 0.019
-0.090 -0.271 0.199
-0.394 -0.446 -0.801

---

Summary of energy in Eh
-1692.4674 -4319.9494
(order as listed above)